Formula: C7H13NO
Source: OMol25
Level of theory: ωB97M-V with the def2-TZVPD basis set

For the HOMO energy, the calculation gives -8.7 eV. Its spin multiplicity is 1. As for the net charge: 0. For the molecular weight, the calculation gives 127.19 g mol⁻¹. The calculation puts the energy above the lowest of the compared OMol25 structures with the same formula, charge and spin at 155.4 kcal per mole. Its orbital gap is 9.32 eV. The value obtained for the LUMO energy is 0.59 eV.

The geometry in XYZ format:
```
22
Properties=species:S:1:pos:R:3:forces:R:3:nbo_charge:R:1
O -2.6628 0.6091 -0.0082 0.7 0.6 6.1 -0.717
N -1.0503 -1.5223 0.7857 -1.1 -0.3 1.5 -0.831
C -1.9655 -0.0430 -0.9762 -1.5 -5.0 3.4 -0.060
C 2.8993 -0.4131 -0.3626 -0.2 0.8 -1.4 -0.437
C 0.3593 0.1762 -0.2341 1.8 -0.6 3.9 -0.093
C 1.5882 -0.6935 -0.2055 2.4 -0.1 0.7 -0.175
C 0.4259 1.1908 1.1351 4.7 0.3 -1.6 -0.446
C -0.7335 -0.7432 -0.3214 -2.0 -2.1 -5.4 -0.044
C 0.4016 1.6391 -0.3244 0.4 0.9 -0.6 -0.435
H -0.8321 -1.0727 1.6807 -0.6 -0.5 -0.2 0.385
H 1.5924 1.3895 1.5157 -3.4 -1.1 -0.5 0.225
H -2.6591 -0.8930 -1.2640 0.8 0.7 -0.8 0.129
H 1.5162 -1.7379 0.1849 -1.0 1.1 -0.1 0.218
H -2.2092 0.1866 1.1884 -1.8 1.4 -5.2 0.409
H -0.4047 2.3665 -0.6098 0.7 -1.3 -0.2 0.251
H 1.3944 1.7390 -0.8026 -0.6 1.4 0.6 0.225
H -0.3433 1.4678 1.8388 -0.4 -0.2 -0.4 0.225
H 3.6227 -1.2071 0.0062 -0.7 1.4 -1.0 0.217
H -1.7034 0.5808 -1.7183 0.9 2.0 -2.9 0.178
H -0.4607 -1.6029 -1.1356 -0.2 2.2 1.2 0.189
H 3.2129 0.5267 -0.9911 -0.1 -1.8 1.8 0.195
H -1.9884 -1.9433 0.6183 1.1 0.3 1.1 0.392
```
Positions in Å, forces in eV/Å.